# C59H121ClNO29S8

A 15-piece molecular cluster, C59H121ClNO29S8 overall at a distorted geometry (ωB97M-V/def2-TZVPD, OMol25).

Each line ends with the Mulliken charge.
Element x y z (Å)
Cl: -4.282 2.841 -0.950  1.8944
S: 1.339 4.896 -1.544  0.8747
S: -6.750 0.742 2.496  1.0969
S: -2.583 3.310 3.319  1.1480
S: 2.706 1.864 3.413  1.2977
S: 3.157 -3.446 -3.223  1.1756
S: -6.295 -3.954 2.763  0.9427
S: -2.586 -0.287 -4.088  0.7104
S: -6.539 -2.005 -2.158  1.0204
O: 2.007 4.310 -2.717  -0.6960
O: 2.914 -5.021 -2.934  -0.1871
O: -5.251 -3.408 3.660  -0.6443
O: -7.336 0.456 4.043  -0.3366
O: 3.400 -2.737 -1.973  -0.0172
O: -1.446 0.985 -4.140  0.0110
O: -7.676 -2.870 -1.274  -0.2321
O: -5.748 -2.969 -2.919  -0.5329
O: 2.817 2.017 5.057  -0.2425
O: 1.286 4.146 -0.264  -0.0152
O: -3.319 3.057 -1.950  -0.6689
O: 2.141 -3.086 -4.138  -0.7107
O: -2.319 -1.184 -5.260  -0.6910
O: -5.432 2.250 -1.566  -0.7165
O: -6.475 2.150 2.250  -0.5671
O: 1.722 0.786 3.123  -0.5980
O: -2.568 1.842 3.249  -0.4828
O: -7.537 0.064 1.427  -0.5319
O: -7.563 -3.244 2.580  -0.5294
O: -4.584 4.039 -0.251  -0.7494
O: 4.862 -0.488 -6.454  -0.5143
O: 2.095 6.400 -1.312  -0.3360
O: -5.698 -4.291 1.251  0.0025
O: -2.236 3.778 4.873  -0.3373
O: -7.200 -0.929 -2.874  -0.6667
O: 2.628 3.218 2.813  -0.6038
O: -3.667 1.995 0.042  -0.6866
O: -3.737 4.061 2.890  -0.6204
O: -2.631 -0.833 -2.703  -0.0675
N: 0.504 0.355 -0.564  1.3099
C: 4.794 4.425 -0.397  0.7336
C: -8.926 -2.219 -0.964  0.0769
C: -0.456 1.481 -1.034  0.6166
C: 5.750 4.185 -1.619  -0.4127
C: -7.721 -0.802 4.421  0.4539
C: 6.984 -0.436 1.726  -0.5713
C: 3.337 3.249 7.064  -1.4175
C: 6.729 4.329 1.365  -0.5711
C: 1.713 7.003 -0.121  0.3301
C: -1.262 3.108 5.628  0.7813
C: -2.216 -1.604 1.610  -0.5913
C: 6.752 0.182 -0.618  -0.2380
C: -6.763 -5.732 3.297  -1.1537
C: -1.526 -1.071 0.334  0.8078
C: -3.094 -5.413 -3.536  -0.7217
C: -2.698 -6.468 -2.730  -0.6976
C: 2.758 0.874 -1.553  2.5513
C: 7.371 0.357 0.641  -0.7157
C: 5.373 -1.606 0.277  -0.3173
C: 1.657 -4.185 0.994  0.0777
C: -0.247 -0.255 0.643  0.1956
C: 0.230 2.332 -5.352  -0.5673
C: -4.389 -4.892 1.132  -0.5684
C: -3.806 -4.724 -0.290  -0.6028
C: 5.116 4.345 -2.963  -0.9031
C: 6.000 -1.413 1.522  -0.5291
C: -1.124 1.554 -5.412  -0.5434
C: -1.366 -6.483 -2.454  -0.6457
C: 4.395 1.192 3.113  -0.1047
C: 7.221 3.585 2.579  -1.3176
C: 0.846 -0.687 -1.609  0.0916
C: 0.943 -5.408 1.073  -0.6265
C: 3.462 3.185 5.585  0.3223
C: 1.705 -3.362 2.107  -0.4327
C: 5.833 -0.833 -0.819  -0.3944
C: -5.108 -0.110 2.613  -0.1041
C: 4.713 -3.480 -4.130  -0.9129
C: -9.691 -3.111 -0.002  -1.0414
C: -1.019 3.963 2.565  -0.5885
C: 3.199 -7.053 -1.712  -1.3675
C: -5.530 -1.247 -0.769  0.2378
C: 1.248 -3.815 3.313  -0.4475
C: 1.836 0.090 -2.505  1.1782
C: 1.925 0.864 -0.257  0.6652
C: 0.605 -5.070 3.407  -0.4834
C: -2.367 -4.242 -3.732  -0.2357
C: 3.885 1.814 -5.860  -1.2015
C: 3.801 -5.704 -2.113  0.1545
C: -0.580 -5.393 -2.705  0.0949
C: 5.327 3.887 0.956  0.9506
C: 0.490 -5.834 2.281  -0.6683
C: 4.590 0.431 -5.475  2.0328
C: 2.316 8.371 -0.135  -1.5580
C: -1.070 -4.231 -3.342  0.0891
C: -1.016 3.907 6.890  -1.2717
C: -8.436 -0.683 5.833  -1.4729
C: -4.144 0.682 -4.557  -1.0759
C: -0.368 5.444 -1.989  -1.1225
C: 5.732 0.751 -4.530  -0.9119
H: -3.335 -7.327 -2.580  0.4984
H: 1.993 1.837 0.230  -0.0968
H: -1.820 3.811 7.620  0.3483
H: 2.072 6.413 0.722  -0.0308
H: -2.742 -4.900 -0.449  0.2547
H: 6.639 4.811 -1.548  0.4935
H: 2.309 0.109 0.429  -0.4849
H: 4.445 0.764 2.112  -0.2725
H: -4.646 0.079 1.644  -0.4531
H: -0.450 0.554 1.344  0.4231
H: 4.453 3.109 5.136  0.0294
H: 0.502 -0.925 1.064  -0.4316
H: -0.128 3.487 7.362  0.2771
H: -9.365 -0.124 5.726  0.3397
H: -0.021 2.111 -1.811  -0.1219
H: -0.064 -1.051 -2.084  -0.4064
H: 1.840 9.066 -0.826  0.3631
H: 3.019 4.015 5.034  0.2515
H: 0.102 -5.413 4.299  0.3646
H: 2.327 8.865 0.836  0.3996
H: -1.635 2.096 5.787  0.2193
H: -4.535 0.345 3.422  0.5327
H: 3.813 -7.435 -0.898  0.4208
H: -3.999 0.951 -5.603  0.4536
H: 3.894 3.844 -0.599  -0.8186
H: 3.196 1.509 -6.648  0.3978
H: -2.338 -0.471 -0.077  -0.7267
H: -3.912 -3.737 -0.742  -0.1937
H: 6.996 0.696 -1.536  0.5004
H: 3.290 -7.789 -2.511  0.4226
H: 0.118 3.173 -4.668  0.1210
H: -0.958 5.706 -1.111  0.3353
H: 6.378 1.424 -5.094  0.4929
H: 4.711 -5.818 -2.702  0.3120
H: -5.058 0.105 -4.419  0.3249
H: -0.868 4.968 6.687  0.3269
H: -4.141 -5.449 -3.801  0.2957
H: -4.322 -5.446 -0.922  0.3888
H: 4.621 -4.013 -5.077  0.3942
H: 3.736 0.401 -1.468  -1.8460
H: -9.888 -4.124 -0.353  0.3360
H: -3.106 -2.120 1.249  -0.2723
H: 8.156 4.109 2.779  0.4734
H: -1.053 0.782 -6.178  0.4846
H: 2.176 -2.392 2.040  0.3755
H: 1.393 0.825 -3.177  -0.6582
H: 2.056 -3.876 0.039  0.7260
H: -1.056 -7.379 -1.937  0.3180
H: 7.468 -0.279 2.678  0.4644
H: -10.678 -2.709 0.228  0.4267
H: 4.571 2.546 -6.286  0.4511
H: -7.020 -5.556 4.341  0.4284
H: 3.360 2.353 -5.072  0.0680
H: -5.855 -6.330 3.214  0.3868
H: 1.375 -1.479 -1.079  -0.1396
H: 4.666 0.485 3.898  0.6966
H: 4.452 5.460 -0.352  0.2941
H: 5.345 2.801 1.051  -0.9600
H: -7.791 -0.207 6.571  0.3551
H: 1.196 -3.211 4.207  0.4262
H: 3.917 -0.065 -4.776  -0.8626
H: 4.654 4.259 1.729  0.4890
H: -0.377 2.905 5.024  -0.3983
H: 4.529 5.262 -2.921  0.2829
H: -1.445 -1.822 -0.452  0.2330
H: 2.418 -0.587 -3.130  -0.3615
H: 6.248 3.232 -1.438  -0.0367
H: -0.770 4.653 -2.622  0.2064
H: 7.508 2.549 2.397  0.2091
H: -3.691 -4.382 1.795  0.5635
H: -4.152 1.557 -3.906  0.2240
H: -5.895 -0.222 -0.699  0.5790
H: -5.717 -1.718 0.196  -0.0861
H: 5.716 -2.004 2.380  0.4934
H: -0.067 -6.757 2.329  0.3945
H: 5.467 -1.056 -1.810  0.2085
H: -1.455 1.148 -1.315  -0.3571
H: 6.253 -0.147 -4.199  0.3566
H: -0.814 4.966 2.940  0.5843
H: -9.190 -3.160 0.965  0.0078
H: -4.491 -1.136 -1.078  -0.5461
H: 3.726 4.215 7.385  0.3865
H: -1.890 2.206 -5.832  0.2821
H: 0.914 -6.033 0.193  0.1784
H: -1.157 4.076 1.489  0.1429
H: -9.603 -2.144 -1.814  0.2488
H: 4.697 -2.443 0.182  0.5610
H: -4.459 -5.961 1.335  0.2498
H: -0.532 2.222 -0.239  -0.4147
H: 4.076 2.614 7.554  0.3713
H: 2.362 3.031 7.498  0.2760
H: 4.930 -2.424 -4.290  0.0007
H: -0.204 6.359 -2.558  0.5193
H: 7.495 4.163 0.608  0.2926
H: -1.630 -2.455 1.955  0.4967
H: 3.828 -5.146 -1.178  0.0962
H: 2.167 -7.072 -1.362  0.1378
H: 5.111 1.999 3.270  -0.5345
H: 4.408 3.554 -3.211  -0.1541
H: 5.390 1.231 -3.613  -0.1143
H: 2.977 1.886 -1.895  -0.8376
H: 3.349 8.349 -0.481  0.3239
H: 5.487 -4.006 -3.573  0.3665
H: -2.421 -0.804 2.322  -0.0295
H: 8.124 1.126 0.727  0.4842
H: 0.431 -5.368 -2.326  0.2082
H: 6.632 5.397 1.563  0.3501
H: -8.451 -1.215 3.725  0.1467
H: -0.213 3.249 2.731  -0.0938
H: 6.634 3.664 3.494  0.2296
H: 5.904 4.289 -3.714  0.4440
H: 0.627 6.976 -0.033  0.4241
H: -6.923 -1.542 4.372  -0.0230
H: -8.800 -1.229 -0.525  0.2478
H: -2.860 -3.432 -4.250  0.3224
H: -0.474 -3.333 -3.271  0.4693
H: -8.624 -1.672 6.251  0.3972
H: 0.424 2.813 -6.311  0.5338
H: -5.298 -1.128 2.952  0.1219
H: 1.076 1.714 -5.054  -0.2094
H: -7.597 -6.093 2.696  0.3013

Results
Lowest unoccupied orbital energy (spin up / spin down), hartree: -0.0017 / -0.0731
Charge: 0
Multiplicity: 2
Orbital gap (spin up / spin down), hartree: 0.30097 / 0.22953
E_HOMO (spin up / spin down), eV: -8.24 / -8.24